Model a:
The following is a DFT calculation (ωB97M-V/def2-TZVPD) of a single C3H7N3O molecule.

Positions of all 14 atoms, in Å:
C: 1.909 0.712 -0.480
N: 0.459 0.719 -0.493
C: -0.095 -0.251 0.125
N: 0.511 -1.295 0.765
C: -1.610 -0.286 0.277
N: -2.245 0.764 -0.275
O: -2.151 -1.215 0.860
H: 2.333 -0.075 -1.125
H: 2.291 0.542 0.539
H: 2.287 1.671 -0.841
H: -0.136 -1.988 1.117
H: 1.394 -1.633 0.413
H: -1.701 1.493 -0.712
H: -3.244 0.843 -0.170

Output
LUMO energy = 0.035 hartree
HOMO-LUMO gap = 10.4 eV
2S+1 = 1
SMILES = C/N=C(\N)C(N)=O

***

Model b:
The following is a DFT calculation (ωB97M-V/def2-TZVPD) of a single C3H7N3O molecule.

Positions of all 14 atoms, in Å:
C: 2.879 -0.378 0.439
C: 2.025 0.999 -0.233
C: -2.229 -0.806 0.035
N: 2.796 -1.565 0.309
N: -0.137 0.091 -0.286
N: -1.258 0.213 0.398
O: 0.775 0.882 0.310
H: 3.560 0.203 1.055
H: 2.525 1.833 0.343
H: 2.005 1.063 -1.301
H: -2.024 -1.146 -0.999
H: -2.208 -1.679 0.797
H: -3.323 -0.329 0.174
H: -1.252 0.381 1.438

Output
LUMO energy (alpha / beta) = 0.036 / -0.017 hartree
HOMO-LUMO gap (alpha / beta) = 9.4 / 6.8 eV
2S+1 = 1

***

Quick one: most stable of them? model a

***

Model a:
The following is a DFT calculation (ωB97M-V/def2-TZVPD) of a 3-piece molecular cluster, C3H7N3O overall.

Positions of all 14 atoms, in Å:
N: 0.821 0.206 0.332
C: -0.417 0.007 0.500
N: 0.198 1.947 1.691
C: 0.713 -1.686 -1.933
C: -1.626 -0.352 0.818
O: 1.151 0.959 -0.774
N: 0.120 -1.837 -0.856
H: 2.075 1.190 -0.597
H: -0.099 1.509 2.566
H: -0.656 2.337 1.279
H: 1.244 -0.763 -2.226
H: 0.731 -2.500 -2.678
H: -2.025 -1.264 0.394
H: -2.229 0.247 1.484

Output
LUMO energy (alpha / beta) = 0.005 / 0.007 hartree
HOMO-LUMO gap (alpha / beta) = 9.0 / 8.8 eV
2S+1 = 1

***

Model b:
The following is a DFT calculation (ωB97M-V/def2-TZVPD) of a single C3H7N3O molecule.

Positions of all 14 atoms, in Å:
C: 1.542 1.003 -0.987
N: 0.626 0.127 -1.029
C: 0.287 -0.404 0.291
N: 0.550 -1.794 0.521
C: -1.186 -0.063 0.594
N: -1.692 1.002 -0.086
O: -1.785 -0.655 1.474
H: 2.141 1.177 -0.086
H: 1.754 1.638 -1.844
H: 0.839 0.198 1.035
H: -0.235 -2.283 0.928
H: 1.044 -2.303 -0.192
H: -1.298 1.257 -0.979
H: -2.648 1.259 0.106

Output
LUMO energy = 0.031 hartree
HOMO-LUMO gap = 9.9 eV
2S+1 = 1
SMILES = C=N[C@H](N)C(N)=O

***

Model c:
The following is a DFT calculation (ωB97M-V/def2-TZVPD) of a single C3H7N3O molecule.

Positions of all 14 atoms, in Å:
C: 2.851 -0.208 0.161
N: 1.428 0.432 0.567
C: 0.239 0.287 -0.311
O: 0.370 0.363 -1.503
N: -0.963 0.089 0.323
C: -2.130 -0.146 -0.419
N: -3.218 -0.372 0.184
H: 2.757 -0.222 -0.938
H: 2.741 -1.259 0.478
H: 1.687 1.417 0.577
H: 1.236 0.168 1.534
H: -1.082 0.096 1.330
H: -1.949 -0.109 -1.496
H: -3.965 -0.536 -0.488

Output
LUMO energy = 0.010 hartree
HOMO-LUMO gap = 7.3 eV
2S+1 = 1

***

Model d:
The following is a DFT calculation (ωB97M-V/def2-TZVPD) of a 2-piece molecular cluster, C3H7N3O overall.

Positions of all 14 atoms, in Å:
H: 1.453 1.509 -1.403
N: 1.559 1.706 -0.403
C: 1.544 0.674 0.320
C: 1.328 -0.714 -0.167
O: 1.468 -1.719 0.491
H: 1.675 0.801 1.389
H: 1.169 -0.763 -1.268
C: -1.445 -1.304 0.424
N: -0.819 -0.247 0.134
N: -1.387 0.939 -0.036
H: -0.854 -2.188 0.591
H: -2.525 -1.358 0.526
H: -2.386 1.012 -0.185
H: -0.780 1.652 -0.413

Output
LUMO energy = 0.020 hartree
HOMO-LUMO gap = 10.0 eV
2S+1 = 1
SMILES = [H]/N=C\C=O.C=NN

***

Quick one: most stable of them? model b

***

Model a:
The following is a DFT calculation (ωB97M-V/def2-TZVPD) of C3H7N3O as an isolated structure.

Positions of all 14 atoms, in Å:
C: 1.209 0.294 0.638
C: -0.039 0.801 0.548
C: -0.982 -0.512 -1.341
H: -0.130 -1.588 1.262
H: 0.774 -1.543 -0.182
H: 1.684 0.682 1.654
H: 2.087 0.190 -0.141
H: -1.995 0.663 0.413
H: -1.927 -0.469 -1.871
H: 0.179 -1.300 -2.897
N: 0.956 -1.098 0.790
N: -1.068 0.133 -0.170
N: 0.331 -0.809 -1.919
O: -0.417 1.536 1.473

Output
LUMO energy = 0.005 hartree
HOMO-LUMO gap = 9.3 eV
2S+1 = 1

***

Model b:
The following is a DFT calculation (ωB97M-V/def2-TZVPD) of a single C3H7N3O molecule.

Positions of all 14 atoms, in Å:
C: -0.663 1.151 -1.910
N: 0.290 0.723 -0.912
C: -0.135 0.430 0.237
N: -1.391 0.560 0.781
C: 0.726 -1.543 0.879
O: 0.759 -0.193 1.097
N: 1.875 -2.026 1.327
H: -0.792 2.242 -1.926
H: -1.649 0.679 -1.777
H: -0.276 0.852 -2.890
H: -1.508 0.199 1.715
H: -1.933 1.380 0.556
H: 2.043 -3.013 1.197
H: 2.652 -1.441 1.627

Output
LUMO energy = 0.039 hartree
HOMO-LUMO gap = 10.0 eV
2S+1 = 1

***

Model c:
The following is a DFT calculation (ωB97M-V/def2-TZVPD) of a single C3H7N3O molecule.

Positions of all 14 atoms, in Å:
N: 0.506 -2.868 0.489
C: 0.040 -1.777 0.140
C: 0.017 -0.651 -0.551
O: -0.356 -0.471 -1.860
C: -0.042 0.544 0.377
N: -1.118 1.422 0.000
N: 1.164 1.296 0.467
H: -0.147 -3.595 0.769
H: 0.030 0.375 -2.148
H: -0.247 -0.155 1.345
H: -2.021 0.978 0.104
H: -1.106 2.254 0.578
H: 1.983 0.722 0.608
H: 1.296 1.927 -0.316

Output
LUMO energy = 0.026 hartree
HOMO-LUMO gap = 8.9 eV
2S+1 = 1
SMILES = N=C=C(O)C(N)N

***

Model d:
The following is a DFT calculation (ωB97M-V/def2-TZVPD) of a single C3H7N3O molecule.

Positions of all 14 atoms, in Å:
H: -3.859 0.236 -0.816
N: -2.949 0.679 -0.708
C: -2.087 -0.190 -0.379
N: -0.761 0.169 -0.177
C: 0.147 -0.802 0.177
O: -0.172 -1.981 0.328
N: 1.451 -0.521 0.385
C: 2.165 0.743 0.291
H: -2.241 -1.259 -0.220
H: -0.516 1.141 -0.302
H: 1.711 -1.489 0.628
H: 1.807 1.481 1.027
H: 2.071 1.196 -0.708
H: 3.231 0.593 0.475

Output
LUMO energy = 0.027 hartree
HOMO-LUMO gap = 10.5 eV
2S+1 = 1
SMILES = [H]/N=C/NC(=O)NC

***

Quick one: most stable of them? model d

***

Model a:
The following is a DFT calculation (ωB97M-V/def2-TZVPD) of a single C3H7N3O molecule.

Positions of all 14 atoms, in Å:
H: 2.169 -0.282 -1.163
N: 1.185 -0.551 -1.184
C: 0.445 0.097 -0.434
C: 0.568 0.972 0.723
O: 2.092 1.289 0.837
C: -1.172 -0.363 -0.260
N: -1.311 -1.699 -0.453
N: -2.187 0.388 -0.148
H: -1.999 1.322 0.198
H: 0.244 0.551 1.677
H: 0.161 1.962 0.522
H: 2.538 0.538 1.251
H: -2.217 -2.032 -0.742
H: -0.517 -2.194 -0.824

Output
LUMO energy = 0.021 hartree
HOMO-LUMO gap = 9.7 eV
2S+1 = 1
SMILES = [H]/N=C(CO)/C(N)=N\[H]

***

Model b:
The following is a DFT calculation (ωB97M-V/def2-TZVPD) of a single C3H7N3O molecule.

Positions of all 14 atoms, in Å:
C: -0.564 1.607 0.370
C: -0.905 0.370 -0.464
O: -2.094 -0.015 -0.525
H: -0.327 0.462 -1.445
H: 0.509 1.811 0.405
H: -1.043 2.468 -0.093
H: -0.936 1.479 1.386
C: -0.338 -2.087 0.308
N: 1.683 -0.599 -0.796
N: 0.190 -0.975 0.030
N: 2.525 0.110 -0.379
H: 2.428 0.575 0.542
H: 0.273 -2.962 0.516
H: -1.400 -2.244 0.143

Output
LUMO energy = -0.023 hartree
HOMO-LUMO gap = 7.4 eV
2S+1 = 1

***

Model c:
The following is a DFT calculation (ωB97M-V/def2-TZVPD) of a single C3H7N3O molecule.

Positions of all 14 atoms, in Å:
H: -4.006 0.125 -0.766
N: -3.253 0.426 -0.152
C: -2.182 -0.187 -0.444
N: -1.023 0.065 0.277
C: 0.188 -0.511 -0.010
O: 0.355 -1.303 -0.914
N: 1.214 -0.038 0.879
C: 2.352 0.497 0.118
H: -2.030 -0.931 -1.229
H: -1.071 0.740 1.029
H: 1.537 -0.846 1.409
H: 2.041 1.422 -0.376
H: 2.724 -0.198 -0.645
H: 3.152 0.739 0.823

Output
LUMO energy = 0.032 hartree
HOMO-LUMO gap = 10.8 eV
2S+1 = 1
SMILES = [H]/N=C/NC(=O)NC

***

Quick one: most stable of them? model c

***

Model a:
The following is a DFT calculation (ωB97M-V/def2-TZVPD) of a 2-piece molecular cluster, C3H7N3O overall.

Positions of all 14 atoms, in Å:
C: 1.752 1.024 -0.526
N: 1.647 -0.387 -0.800
C: 0.999 -1.236 -0.230
N: 0.429 -2.259 0.206
C: -1.244 0.077 0.258
O: -1.903 -0.970 0.724
N: -2.063 1.121 0.153
H: 2.509 1.216 0.241
H: 0.782 1.392 -0.171
H: 2.046 1.545 -1.440
H: -1.241 -1.704 0.693
H: 1.036 -2.875 0.734
H: -1.697 1.979 -0.225
H: -3.051 1.077 0.383

Output
LUMO energy = 0.038 hartree
HOMO-LUMO gap = 9.6 eV
2S+1 = 1

***

Model b:
The following is a DFT calculation (ωB97M-V/def2-TZVPD) of a single C3H7N3O molecule.

Positions of all 14 atoms, in Å:
C: 1.158 0.099 0.518
N: -0.252 -0.177 0.930
N: -0.512 -1.476 0.914
C: -1.115 0.698 -0.212
C: 0.923 -0.085 -0.933
N: -1.350 1.930 -0.179
O: 0.597 -1.274 -1.355
H: -1.502 -1.588 1.146
H: 0.019 -1.790 -0.476
H: -0.597 2.494 0.211
H: 1.422 1.120 0.786
H: 1.828 -0.627 0.980
H: -1.834 0.009 -0.669
H: 1.215 0.666 -1.661

Output
LUMO energy (alpha / beta) = -0.010 / -0.010 hartree
HOMO-LUMO gap (alpha / beta) = 7.6 / 7.6 eV
2S+1 = 1

***

Model c:
The following is a DFT calculation (ωB97M-V/def2-TZVPD) of a single C3H7N3O molecule.

Positions of all 14 atoms, in Å:
H: 2.165 0.385 2.178
N: 1.612 -0.438 1.936
C: 1.376 -0.434 0.695
N: 0.603 -1.456 0.089
C: -0.572 -1.055 -0.518
O: -1.141 -1.655 -1.404
N: -0.993 0.155 0.022
C: -1.203 1.316 -0.812
H: 1.696 0.356 0.002
H: 0.993 -2.365 -0.117
H: -0.810 0.299 0.999
H: -0.465 1.344 -1.624
H: -1.058 2.211 -0.199
H: -2.202 1.336 -1.248

Output
LUMO energy = 0.027 hartree
HOMO-LUMO gap = 10.4 eV
2S+1 = 1
SMILES = [H]/N=C/NC(=O)NC

***

Quick one: most stable of them? model c

***

Model a:
The following is a DFT calculation (ωB97M-V/def2-TZVPD) of a 3-piece molecular cluster, C6H8N2O2S overall.

Positions of all 19 atoms, in Å:
C: 3.004 -0.932 0.680
C: 2.172 -0.754 -0.476
C: 0.781 1.276 -0.219
C: -1.624 0.873 0.052
C: -3.791 0.189 0.230
C: -3.266 -0.902 -0.372
H: 3.610 -2.271 0.424
H: 4.114 0.083 0.918
H: 2.185 -1.129 1.646
H: 1.872 -1.733 -0.992
H: 2.763 0.027 -1.068
H: -0.689 2.797 -0.339
H: -4.898 0.252 0.702
H: -4.049 -1.660 -0.716
N: -0.495 1.726 -0.195
N: -2.862 1.279 0.422
O: 0.794 -0.181 -0.192
O: 1.921 1.948 -0.284
S: -1.540 -0.888 -0.220

Output
LUMO energy = 0.017 hartree
HOMO-LUMO gap = 9.3 eV
2S+1 = 1

***

Model b:
The following is a DFT calculation (ωB97M-V/def2-TZVPD) of a single C6H8N2O2S molecule.

Positions of all 19 atoms, in Å:
C: 0.431 0.997 -0.288
C: -0.447 -1.140 1.005
C: 1.474 0.187 -0.675
C: 2.966 0.601 -0.031
C: 1.306 -1.282 -0.632
C: -3.287 1.001 -0.373
N: -0.810 0.567 -0.060
N: 0.613 -1.684 0.687
O: 3.131 -0.234 0.863
O: 3.512 1.627 -0.427
S: -1.932 1.477 0.736
H: 0.608 2.015 -0.018
H: -0.954 -0.992 2.003
H: 0.568 -1.519 -1.522
H: 2.230 -1.981 -0.728
H: -4.228 0.719 0.129
H: -2.817 0.168 -1.049
H: -3.656 1.866 -0.879
H: 1.292 -2.393 1.259

Output
LUMO energy (alpha / beta) = -0.055 / -0.055 hartree
HOMO-LUMO gap (alpha / beta) = 6.6 / 6.7 eV
2S+1 = 1

***

Quick one: most stable of them? model a